{"formula": "C20H22BNO5", "method": "wB97M-V/def2-TZVPD", "elements": ["C", "C", "C", "C", "C", "C", "C", "C", "C", "N", "C", "O", "C", "C", "O", "C", "C", "C", "C", "C", "C", "B", "O", "O", "C", "O", "C", "H", "H", "H", "H", "H", "H", "H", "H", "H", "H", "H", "H", "H", "H", "H", "H", "H", "H", "H", "H", "H", "H"], "positions_angstrom": [[2.2570, 3.1438, 3.8393], [0.8498, 2.9254, 3.2652], [0.0929, 4.0336, 3.0950], [-1.2188, 3.9814, 2.5869], [-1.7790, 2.8607, 2.1264], [-1.0024, 1.7029, 2.1754], [-1.2027, 0.3302, 1.8635], [-2.5345, -0.2432, 1.3957], [-2.2814, -1.0802, 0.0935], [-1.4787, -0.3670, -0.9483], [-0.7188, -1.1026, -1.8514], [-0.8852, -2.3203, -1.9689], [0.4180, -0.5104, -2.5619], [0.2089, -0.3910, -4.1313], [-0.1093, -1.6313, -4.6776], [1.8046, -1.1296, -2.2366], [2.2373, -0.8214, -0.9459], [3.2236, -1.4632, -0.3369], [3.8665, -2.4966, -1.0194], [3.4947, -2.8299, -2.2886], [2.4265, -2.1418, -2.8611], [-3.5716, -1.6825, -0.5707], [-3.5289, -2.3219, -1.7699], [-4.7032, -1.5813, 0.1408], [-0.0260, -0.3574, 2.1259], [0.9678, 0.5225, 2.5947], [0.3283, 1.7902, 2.7468], [2.3587, 3.4812, 4.8928], [3.0181, 2.3275, 3.7161], [2.6471, 4.0617, 3.3092], [0.4554, 4.9980, 3.4780], [-1.8413, 4.8834, 2.6251], [-2.7779, 2.9132, 1.6953], [-3.2383, 0.5832, 1.1501], [-2.9868, -0.9025, 2.1613], [-1.6828, -1.8950, 0.3666], [-1.3599, 0.6137, -0.7651], [0.4393, 0.5194, -2.2085], [-0.5087, 0.3701, -4.4638], [1.1529, -0.0033, -4.5367], [-0.7116, -2.1466, -4.0985], [1.6075, -0.1977, -0.2613], [3.4883, -1.1874, 0.6465], [4.7135, -2.9743, -0.5040], [3.8574, -3.6588, -2.8107], [2.0705, -2.5742, -3.7740], [-2.6426, -2.4336, -2.1197], [-5.3477, -2.0987, -0.3696], [0.1534, -1.4984, 1.9901]], "mulliken_charge": [-1.4660, 0.5014, -0.5411, -0.8955, -0.6905, 0.7086, 0.9849, -0.7605, -0.4241, 0.0274, 0.1700, -0.8385, 0.4751, -0.8794, -0.5579, -0.0487, -0.1317, -0.9014, -0.2393, -0.9970, 0.1406, 0.8385, -0.7745, -0.5347, -0.7618, -0.4955, 0.3127, 0.3189, 0.3092, 0.3515, 0.3586, 0.3547, 0.4140, 0.2363, 0.4139, 0.1663, 0.3791, 0.4951, 0.3250, 0.4136, 0.4182, 0.0485, 0.5196, 0.3185, 0.4535, 0.4269, 0.4012, 0.3031, 0.3532], "homo_ev": -8.40, "homo_lumo_gap_ev": 8.858, "de_lowest_kj_mol": 153.2, "multiplicity": 1, "smiles": "Cc1cccc2c(C[C@H](NC(=O)[C@H](CO)c3ccccc3)B(O)O)coc12", "total_energy_ha": -1231.20128}